# C31H81N7O26

A cluster of 13 separate species, C31H81N7O26 in total (wB97M-V/def2-TZVPD, OMol25).

Geometry as XYZ:
```
145
Properties=species:S:1:pos:R:3:forces:R:3:lowdin_charge:R:1
C 5.9844 -2.5001 1.3601 0.001 0.393 0.373 0.04
N 5.5336 -1.9985 0.0492 -3.246 -0.120 0.440 -0.47
O 4.3427 -1.6654 -0.0569 1.216 -0.129 0.298 0.03
O 6.3007 -2.0163 -0.8536 1.468 0.122 -1.232 0.08
H 5.1696 -2.4240 2.0803 0.103 -0.044 -0.247 0.10
H 6.7934 -1.8152 1.6142 0.197 -0.481 0.249 0.10
H 6.2903 -3.5345 1.2037 0.215 0.245 0.141 0.11
C -0.6894 1.4183 0.2469 0.069 -1.853 -2.560 0.02
N 0.2838 2.4885 0.3727 0.705 2.020 2.557 -0.44
O 0.8041 3.0497 -0.5745 -0.687 -0.793 0.051 0.07
O 0.5367 2.7830 1.5530 -0.147 -0.270 -1.299 0.04
H -0.5920 1.1020 -0.7917 0.154 -0.185 -0.114 0.09
H -1.7561 1.6405 0.2758 0.359 0.681 0.998 0.11
H -0.3380 0.5739 0.8398 -0.441 0.397 0.366 0.11
C -3.5626 6.4715 -2.3043 0.446 -0.523 1.841 0.02
N -3.0812 6.8438 -3.6340 -0.662 0.644 0.803 -0.46
O -2.0998 7.5623 -3.6844 -0.345 -0.452 -0.814 0.07
O -3.8019 6.4457 -4.5274 0.818 0.319 -0.711 0.06
H -2.8062 6.6634 -1.5432 0.313 -0.100 -0.384 0.10
H -3.7877 5.4053 -2.3273 -0.299 0.271 0.010 0.10
H -4.3960 7.0876 -1.9669 -0.266 -0.158 -0.728 0.11
C 6.0994 4.3440 -1.7242 0.633 -0.414 -0.443 0.04
N 6.7315 4.4548 -0.3887 0.616 -0.634 2.031 -0.44
O 6.3094 5.2912 0.3910 0.006 -0.029 -0.696 0.06
O 7.6099 3.6382 -0.0676 -1.149 0.977 -1.164 0.04
H 5.6030 3.3738 -1.7416 -0.123 0.182 0.030 0.10
H 6.9391 4.2905 -2.4172 -0.186 0.083 -0.109 0.10
H 5.4328 5.1784 -1.9424 0.183 -0.174 0.367 0.10
C -7.1137 3.5604 4.2445 -0.981 -0.192 -0.498 0.04
N -6.1850 4.7088 3.9653 1.278 2.070 -1.211 -0.39
O -6.2435 5.7342 4.6651 -0.277 -2.333 -0.704 0.05
O -5.4451 4.6591 2.9488 -1.766 -0.658 2.213 0.03
H -8.1187 3.8399 3.9284 0.099 0.719 -0.148 0.09
H -7.2696 3.3117 5.2943 0.908 0.203 -0.021 0.10
H -6.9182 2.7087 3.5929 0.770 0.161 0.380 0.09
C -4.6341 -4.4838 -3.3945 0.307 -0.775 -0.341 0.04
N -4.4309 -3.3562 -2.4811 2.166 1.437 -0.990 -0.46
O -4.6073 -3.5602 -1.3178 -0.802 -0.028 1.263 0.07
O -3.8915 -2.3383 -2.9332 -1.016 -0.773 0.210 0.04
H -3.9810 -4.3624 -4.2588 -0.420 0.250 -0.003 0.10
H -5.6917 -4.5793 -3.6402 0.189 0.024 0.004 0.11
H -4.2670 -5.3359 -2.8224 -0.405 -0.114 -0.146 0.10
C 1.7207 8.8106 2.6019 0.440 -0.212 0.619 0.02
N 0.4396 9.3321 3.0581 -4.011 1.188 -0.031 -0.41
O -0.4662 9.4352 2.1733 2.266 -0.111 2.575 0.03
O 0.2755 9.6054 4.2803 0.709 -0.743 -3.381 0.04
H 1.7774 7.8913 3.1847 0.732 0.044 -0.082 0.11
H 2.4392 9.5743 2.8996 0.266 -0.445 0.033 0.11
H 1.7557 8.5969 1.5336 -0.401 0.264 0.259 0.10
C 0.6876 -7.1908 -9.8470 1.090 -0.179 0.631 -0.11
O 0.3225 -6.8111 -8.5269 -1.415 -0.269 -0.266 -0.20
C 1.2758 -6.9977 -7.4965 -0.661 0.031 -0.109 -0.19
C 0.6269 -6.8939 -6.0733 0.780 0.400 -2.004 -0.19
O 0.5065 -5.5306 -5.6904 0.132 -0.726 0.370 -0.20
C 1.7165 -4.9870 -5.1204 -1.671 -0.268 -0.327 -0.08
H -0.1380 -7.4801 -10.4973 -0.444 0.517 0.481 0.09
H 1.3220 -8.0771 -9.8330 0.232 -0.245 0.188 0.07
H 1.2879 -6.4053 -10.3062 -0.104 0.189 -0.236 0.08
H 2.0106 -6.2047 -7.6358 0.535 -0.160 0.344 0.12
H 1.7075 -7.9914 -7.6166 0.385 -0.115 0.056 0.12
H 1.2621 -7.4999 -5.4273 0.152 0.267 0.505 0.11
H -0.3402 -7.3943 -6.1229 -0.213 0.410 0.105 0.12
H 2.4864 -4.8935 -5.8864 0.226 -0.003 0.224 0.08
H 1.9915 -5.6208 -4.2773 0.465 0.103 0.015 0.08
H 1.3780 -4.0136 -4.7657 0.495 0.051 0.035 0.09
C 2.7783 -1.3036 -11.9712 -0.098 -0.336 -0.137 -0.14
O 2.2889 -0.8435 -10.7426 -0.883 0.433 -0.028 -0.19
C 2.6713 0.5269 -10.5005 -0.613 -2.548 0.176 -0.18
C 2.2125 0.9658 -9.1313 -1.304 0.362 0.577 -0.15
O 0.7666 1.0243 -8.8661 1.716 -0.130 -2.154 -0.17
C 0.3859 0.9047 -7.5524 -1.128 0.045 1.136 -0.17
H 2.4997 -0.6991 -12.8343 -0.001 0.600 0.048 0.08
H 2.3313 -2.2692 -12.2079 0.169 -0.182 0.438 0.09
H 3.8645 -1.3799 -11.9214 0.245 -0.136 -0.233 0.08
H 2.3275 1.1265 -11.3434 0.073 0.382 0.171 0.13
H 3.7531 0.4029 -10.4513 0.404 1.145 -0.056 0.12
H 2.6188 1.9766 -9.0941 0.037 0.259 0.688 0.12
H 2.6115 0.3298 -8.3411 0.472 -0.005 -0.185 0.12
H 0.4825 -0.0696 -7.0731 0.688 -0.470 -0.311 0.08
H -0.6955 1.0402 -7.5412 -0.079 0.307 -0.062 0.09
H 0.8047 1.6430 -6.8685 0.302 0.270 -0.067 0.09
C 9.3548 -1.9212 10.3318 -0.701 -0.598 -0.431 -0.12
O 8.3618 -1.1131 9.6982 0.190 0.465 -0.107 -0.18
C 8.8346 0.1783 9.2556 0.554 -1.013 0.493 -0.20
C 7.8029 1.0353 8.5773 -0.666 -0.697 -0.574 -0.20
O 7.4674 0.5520 7.2545 -0.481 0.863 0.554 -0.17
C 6.5543 1.4568 6.6239 0.111 0.000 -0.597 -0.12
H 10.2722 -2.0049 9.7493 0.160 0.336 -0.027 0.08
H 8.9462 -2.9305 10.3818 -0.198 -0.035 -0.288 0.08
H 9.5647 -1.7195 11.3822 0.092 0.868 0.014 0.08
H 9.6873 0.0356 8.5918 0.127 -0.064 -0.230 0.12
H 9.2131 0.6867 10.1424 -0.025 0.429 0.072 0.12
H 8.1726 2.0584 8.5090 0.231 0.121 -0.019 0.12
H 6.8965 1.0571 9.1824 -0.199 0.004 0.116 0.13
H 6.1620 1.0508 5.6915 0.282 -0.570 0.108 0.08
H 7.0208 2.3912 6.3120 0.440 0.168 0.262 0.08
H 5.6668 1.7397 7.1899 0.075 -0.291 0.640 0.08
C -7.1825 0.5672 9.3876 0.007 0.680 0.157 -0.12
O -6.4446 0.2816 8.2406 -0.215 -0.252 -1.252 -0.18
C -5.1260 -0.1044 8.4693 1.311 0.774 -0.439 -0.21
C -4.2098 0.0900 7.2022 -1.093 -0.328 0.106 -0.19
O -3.8381 1.4015 6.8445 -0.211 0.915 1.049 -0.18
C -2.7204 1.8778 7.5875 0.407 -0.200 -0.329 -0.11
H -8.2387 0.6465 9.1301 0.060 -0.287 -0.101 0.09
H -6.8823 1.5582 9.7280 0.055 0.112 0.507 0.09
H -7.0327 -0.1668 10.1794 -0.055 -0.126 0.094 0.09
H -5.0984 -1.1291 8.8400 0.185 -0.351 -0.225 0.12
H -4.6712 0.5048 9.2503 -0.017 0.261 0.368 0.11
H -4.7720 -0.2413 6.3292 0.025 -0.395 0.060 0.12
H -3.3004 -0.4996 7.3186 0.006 -0.361 0.098 0.12
H -2.5400 2.9478 7.4842 -0.553 0.005 -0.441 0.09
H -1.8439 1.3775 7.1757 0.338 -0.101 0.236 0.09
H -2.7649 1.7085 8.6634 -0.282 -0.322 0.081 0.08
C -8.1018 1.3134 -2.4746 0.378 -0.857 1.483 -0.17
O -8.7145 1.6784 -3.6302 0.760 0.879 -2.366 -0.16
C -7.8124 1.5190 -4.7496 -1.976 0.107 -1.016 -0.17
C -8.5235 2.1614 -5.9756 -0.074 -0.145 0.363 -0.18
O -9.8446 1.6269 -6.1928 1.032 0.180 0.228 -0.18
C -10.3314 1.8420 -7.4982 -0.164 -0.986 -0.152 -0.13
H -7.2747 1.9533 -2.1671 0.301 0.239 -0.184 0.09
H -7.7305 0.2987 -2.6182 0.255 -0.344 0.566 0.09
H -8.8239 1.3436 -1.6587 -0.103 -0.163 -0.057 0.09
H -7.5923 0.4757 -4.9757 -0.728 -0.610 0.176 0.12
H -6.7818 1.8567 -4.6409 -0.144 1.121 0.505 0.12
H -7.8877 2.0177 -6.8492 0.045 -0.278 -0.249 0.11
H -8.6217 3.2410 -5.8620 0.084 0.172 0.314 0.12
H -11.2669 1.2867 -7.5669 -0.215 0.298 0.177 0.09
H -9.7065 1.3484 -8.2425 0.467 0.129 -0.137 0.08
H -10.4924 2.8747 -7.8078 0.094 0.257 0.350 0.09
C 1.0630 -4.7620 2.7052 -0.139 1.211 1.058 -0.11
O 2.1491 -4.4298 3.5931 -1.113 -1.210 0.776 -0.19
C 1.9919 -5.0678 4.8902 1.058 0.560 -0.319 -0.18
C 3.2165 -4.6599 5.7629 -0.500 -0.951 -1.518 -0.19
O 4.3773 -5.2931 5.1868 0.271 0.685 0.847 -0.19
C 5.5562 -4.9132 5.9289 -1.028 -0.345 0.339 -0.10
H 0.1156 -4.3359 3.0351 -0.112 0.706 0.479 0.07
H 0.7463 -5.8050 2.7121 1.040 -0.466 -0.696 0.08
H 1.2880 -4.2211 1.7861 0.062 -0.891 -0.310 0.09
H 1.9255 -6.1523 4.8036 0.459 -0.251 -0.326 0.12
H 1.0394 -4.8232 5.3604 -0.068 0.695 0.120 0.12
H 3.0758 -4.9786 6.7957 -0.043 -0.104 0.153 0.12
H 3.3067 -3.5741 5.7313 0.147 0.160 0.010 0.12
H 5.5211 -5.3311 6.9349 -0.154 -0.272 0.233 0.08
H 5.5518 -3.8360 6.0959 0.435 0.201 -0.431 0.08
H 6.4659 -5.3158 5.4834 -0.272 0.313 -0.436 0.09
```
Positions in Å, forces in eV/Å.

Properties
- Kohn-Sham gap: 9.6 eV
- E: -97094.7452 eV
- 2S+1: 1
- Relative energy (zero: lowest compared OMol25 entry of this formula, charge and spin): 412.5 kJ/mol